1.
{
  "formula": "C38H26BiClIN4O",
  "method": "the ωB97M-V functional and the def2-TZVPD basis",
  "symbols": ["Bi", "C", "C", "C", "C", "N", "C", "C", "C", "C", "C", "C", "N", "C", "C", "C", "C", "C", "N", "H", "H", "H", "H", "H", "H", "H", "H", "H", "H", "H", "Cl", "C", "C", "C", "I", "C", "O", "C", "N", "C", "C", "C", "C", "H", "H", "H", "H", "C", "C", "C", "C", "C", "C", "C", "C", "C", "C", "C", "C", "C", "C", "H", "H", "H", "H", "H", "H", "H", "H", "H", "H", "H"],
  "xyz": [[-1.09433, -0.74256, 1.15337], [0.90927, -1.20774, 5.69351], [1.01616, 0.06674, 6.22469], [0.74659, 1.16343, 5.42283], [0.38468, 0.94600, 4.09971], [0.26907, -0.28239, 3.59260], [0.52558, -1.33323, 4.36901], [0.05471, 2.05777, 3.15769], [0.45421, 3.36906, 3.38333], [0.02069, 4.36118, 2.51272], [-0.82796, 4.01639, 1.47165], [-1.14455, 2.67693, 1.29993], [-0.66887, 1.73154, 2.08932], [-2.11500, 2.17723, 0.27919], [-2.30885, 2.81406, -0.93900], [-3.29531, 2.33452, -1.78584], [-4.04824, 1.24288, -1.39076], [-3.75302, 0.64288, -0.17482], [-2.80365, 1.08997, 0.64678], [1.10647, -2.08724, 6.29025], [1.30548, 0.20947, 7.25730], [0.79254, 2.15897, 5.83718], [0.41584, -2.31081, 3.91145], [1.09464, 3.61435, 4.21628], [0.32057, 5.39043, 2.66148], [-1.25036, 4.76729, 0.81981], [-1.68650, 3.64819, -1.23376], [-3.46571, 2.80254, -2.74697], [-4.83392, 0.84534, -2.01839], [-4.29771, -0.23530, 0.15305], [4.60013, -4.98543, 0.32207], [2.99336, -4.32985, 0.34365], [1.94266, -5.09796, -0.06047], [0.62446, -4.60248, -0.03116], [-0.93257, -5.79644, -0.69627], [0.33192, -3.33174, 0.42361], [-0.88301, -2.84140, 0.51081], [1.45404, -2.52302, 0.80334], [1.18370, -1.24229, 1.20304], [2.15712, -0.43684, 1.56555], [3.49578, -0.84117, 1.56602], [3.80057, -2.11505, 1.17707], [2.77761, -3.00214, 0.77680], [2.12636, -6.10729, -0.40308], [1.88394, 0.57123, 1.85305], [4.26427, -0.14370, 1.86806], [4.82657, -2.45778, 1.16752], [-2.57800, -0.48117, -5.90545], [-1.93328, 0.58225, -5.28090], [-1.61107, 0.50994, -3.93584], [-1.93814, -0.62344, -3.19290], [-2.60129, -1.67424, -3.82097], [-2.90781, -1.61284, -5.17257], [-1.67776, -0.71823, -1.74092], [-0.67726, -0.22691, -1.00838], [0.57529, 0.39148, -1.49229], [1.25151, -0.14420, -2.59220], [2.42718, 0.42451, -3.05298], [2.96636, 1.53918, -2.41949], [2.33003, 2.05732, -1.30105], [1.15690, 1.47516, -0.83846], [-2.82496, -0.42473, -6.95756], [-1.68534, 1.47206, -5.84474], [-1.09517, 1.33757, -3.45583], [-2.86613, -2.55450, -3.24481], [-3.40679, -2.44577, -5.65088], [-2.45829, -1.28366, -1.22096], [0.85071, -1.02339, -3.08307], [2.92950, -0.00734, -3.90931], [3.87801, 1.99049, -2.78893], [2.75131, 2.90914, -0.78187], [0.67502, 1.88672, 0.04917]],
  "molar_mass_g_mol": 925.990,
  "total_charge": 1,
  "spin_multiplicity": 1,
  "relative_energy_kj_mol": 0.0,
  "homo_energy_ev": -10.0
}

---

2.
{
  "formula": "C19H35AsF4N7NdO",
  "method": "the ωB97M-V functional and the def2-TZVPD basis",
  "symbols": ["Nd", "C", "C", "N", "C", "C", "C", "C", "N", "C", "C", "F", "C", "F", "C", "C", "F", "C", "F", "H", "H", "H", "H", "H", "H", "H", "H", "H", "H", "H", "H", "H", "H", "H", "C", "N", "C", "C", "N", "N", "C", "N", "N", "H", "H", "H", "H", "H", "H", "H", "H", "H", "H", "H", "C", "As", "C", "C", "O", "H", "H", "H", "H", "H", "H", "H", "H", "H"],
  "xyz": [[-0.05078, -0.04973, 0.08429], [-1.64966, 2.98735, 1.15777], [-2.74625, 2.13116, 0.53492], [-2.22810, 1.18686, -0.47979], [-1.73939, 1.88664, -1.70190], [-2.78381, 2.63058, -2.53018], [-3.27845, 0.18954, -0.79193], [-2.73950, -0.99174, -1.58673], [-1.55116, -1.49883, -0.91003], [-1.00644, -2.67118, -1.31298], [0.14037, -3.17358, -0.59382], [0.72250, -2.28765, 0.35587], [0.73662, -4.36173, -0.82353], [1.85136, -4.67166, -0.14949], [0.22658, -5.23951, -1.79868], [-0.86114, -4.77720, -2.58267], [-1.27789, -5.52751, -3.60611], [-1.43916, -3.56396, -2.37935], [-2.37765, -3.16314, -3.23457], [-2.04480, 3.49475, 2.03711], [-1.29174, 3.75737, 0.47458], [-0.81271, 2.35455, 1.46424], [-3.52338, 2.77264, 0.11198], [-3.21066, 1.53079, 1.31759], [-1.25827, 1.14101, -2.33892], [-0.97201, 2.59762, -1.38511], [-3.52480, 1.95728, -2.95740], [-2.27667, 3.12214, -3.36018], [-3.29348, 3.40134, -1.95400], [-4.12155, 0.63700, -1.32316], [-3.64569, -0.19493, 0.16002], [-2.50050, -0.70316, -2.61590], [-3.52732, -1.74367, -1.63161], [0.63726, -6.22806, -1.94322], [-0.39951, -1.04208, 5.16985], [0.28862, 0.19584, 4.81689], [0.63396, 1.11337, 5.90220], [0.50478, 0.48665, 3.52374], [0.01137, -0.18446, 2.52192], [1.32428, 1.59091, 3.31216], [1.86384, 2.10634, 2.15386], [2.75197, 3.09855, 2.37520], [1.54016, 1.68392, 0.97030], [-0.15297, -1.29391, 6.19659], [-0.05595, -1.87053, 4.55026], [-1.48417, -0.94610, 5.08067], [1.70370, 1.10218, 6.13114], [0.11079, 0.80161, 6.80012], [0.30395, 2.13048, 5.68434], [-0.57040, -0.94131, 2.86449], [1.67978, 2.00549, 4.15591], [2.99885, 3.43424, 3.28996], [3.14566, 3.60218, 1.60042], [2.04035, 2.21091, 0.26402], [1.92314, -1.84643, -3.71768], [2.38924, -0.29981, -2.66846], [2.95443, 1.11961, -3.84692], [3.83181, -0.73334, -1.45827], [1.08982, 0.23157, -1.74734], [2.74284, -2.06392, -4.40226], [1.01481, -1.64410, -4.28248], [1.75904, -2.70451, -3.06614], [3.72908, 0.75089, -4.51756], [3.34785, 1.94443, -3.25615], [2.10082, 1.46197, -4.42871], [4.71761, -1.05514, -2.00360], [3.50455, -1.53379, -0.79541], [4.07418, 0.15691, -0.88020]],
  "molar_mass_g_mol": 672.691,
  "total_charge": 2,
  "spin_multiplicity": 4,
  "relative_energy_kj_mol": 22.1,
  "s2": 3.753,
  "homo_energy_ev": [-12.3, -12.3]
}

---

3.
{
  "formula": "C3H9NO2",
  "method": "the ωB97M-V functional and the def2-TZVPD basis",
  "symbols": ["C", "C", "O", "O", "H", "H", "H", "H", "C", "N", "H", "H", "H", "H", "H"],
  "xyz": [[-1.61237, -1.95918, 0.77147], [-0.84278, -1.09692, 1.72580], [0.14317, -0.47494, 1.40830], [-1.31134, -1.05488, 2.97382], [-2.65109, -2.02641, 1.06022], [-1.15851, -2.94257, 0.67780], [-1.55124, -1.46254, -0.19109], [-0.97649, -0.40189, 3.59336], [1.16334, 1.75288, -1.21722], [1.81050, 1.82365, -2.53897], [1.07220, 0.73408, -0.82689], [0.12687, 2.08999, -1.20304], [1.73787, 2.39284, -0.55387], [2.66173, 1.30160, -2.37666], [1.38815, 1.32431, -3.30301]],
  "smiles": "CC(=O)O.CN",
  "molar_mass_g_mol": 91.110,
  "spin_multiplicity": 1,
  "relative_energy_kj_mol": 101.1,
  "homo_energy_ev": -9.1
}

---

4.
{
  "formula": "C5H7N",
  "method": "the ωB97M-V functional and the def2-TZVPD basis",
  "symbols": ["C", "C", "C", "C", "C", "N", "H", "H", "H", "H", "H", "H", "H"],
  "xyz": [[-0.98864, -0.77328, -1.34380], [-0.59995, -0.02793, -0.08583], [0.14147, -0.72867, 1.03298], [0.83390, 0.24788, 0.16269], [1.55666, 1.38251, 0.39923], [2.33474, 2.32061, 0.46225], [-1.08317, -0.08594, -2.19100], [-1.94572, -1.28789, -1.21030], [-0.22722, -1.51669, -1.59944], [-1.32400, 0.72500, 0.23054], [0.41007, -1.77502, 0.89489], [-0.10220, -0.47183, 2.06341], [0.99407, 1.99124, 1.18438]],
  "molar_mass_g_mol": 81.118,
  "spin_multiplicity": 1,
  "relative_energy_kj_mol": 538.4,
  "homo_energy_ev": [-8.4, -8.3]
}

---

5.
{
  "formula": "C5H8O",
  "method": "the ωB97M-V functional and the def2-TZVPD basis",
  "symbols": ["C", "C", "C", "O", "C", "C", "H", "H", "H", "H", "H", "H", "H", "H"],
  "xyz": [[-0.73721, -1.45466, -0.55905], [-0.11599, -0.16855, -0.09795], [-0.97229, 0.72662, 0.76296], [-0.32039, 1.87547, 1.23971], [1.11876, 0.29537, -0.45164], [2.32264, -0.41024, -0.69455], [-0.78865, -2.22924, 0.21962], [-0.20216, -1.85494, -1.42248], [-1.77227, -1.24705, -0.86935], [1.16099, 1.39125, -0.37486], [-1.86357, 1.08028, 0.23427], [-1.33732, 0.10335, 1.60059], [0.51453, 1.60055, 1.64704], [2.99295, 0.29180, -1.23432]],
  "molar_mass_g_mol": 84.118,
  "spin_multiplicity": 1,
  "relative_energy_kj_mol": 463.7,
  "homo_energy_ev": [-8.0, -8.5]
}

---

6.
{
  "formula": "C26H50P2ScSi",
  "method": "the ωB97M-V functional and the def2-TZVPD basis",
  "symbols": ["Sc", "C", "C", "C", "C", "C", "C", "H", "H", "H", "C", "H", "H", "H", "C", "H", "H", "H", "C", "H", "H", "H", "C", "H", "H", "H", "C", "C", "C", "C", "C", "C", "C", "C", "H", "H", "H", "H", "H", "H", "H", "H", "H", "H", "H", "H", "P", "C", "C", "P", "C", "C", "C", "H", "H", "H", "H", "H", "H", "H", "H", "H", "H", "H", "H", "H", "H", "C", "Si", "C", "C", "H", "H", "H", "H", "H", "H", "H", "H", "H"],
  "xyz": [[0.44460, -0.17846, -2.53210], [-0.86167, -2.07850, 0.07740], [0.44074, -2.23080, -0.51299], [0.51176, -0.52331, 1.04821], [-0.82011, -0.99943, 0.99571], [1.31407, -1.32484, 0.18403], [-2.07597, -2.89730, -0.16404], [-1.96735, -3.58436, -1.01768], [-2.96381, -2.25743, -0.32805], [-2.28895, -3.49422, 0.74096], [-1.93254, -0.53899, 1.85119], [-2.86510, -1.06641, 1.60240], [-2.07796, 0.54356, 1.75290], [-1.68193, -0.74425, 2.90399], [1.03134, 0.45908, 2.01233], [1.36272, -0.07328, 2.92195], [0.24168, 1.16051, 2.31507], [1.89583, 1.00853, 1.60510], [2.77706, -1.50346, 0.35156], [2.95615, -2.04159, 1.29965], [3.28463, -0.53655, 0.44444], [3.24910, -2.06670, -0.46674], [0.90437, -3.42869, -1.27031], [1.34729, -4.16238, -0.56566], [1.68283, -3.19190, -2.02039], [0.07657, -3.93604, -1.79392], [-1.51992, 1.77920, -4.88543], [-1.98438, 0.47704, -4.88387], [-1.37147, -0.58374, -5.78910], [0.13104, -0.87761, -5.71249], [0.82188, -0.44355, -4.46771], [1.41326, 0.86682, -4.32509], [1.03220, 2.03693, -5.24312], [-0.42276, 2.28099, -5.73170], [-1.56291, -0.29719, -6.83732], [0.66422, -0.40330, -6.54496], [-1.89368, -1.53836, -5.65364], [-0.51726, 1.90314, -6.76762], [-2.17949, 2.56336, -4.50666], [-3.05826, 0.29818, -4.80896], [-0.56222, 3.38458, -5.82363], [1.34605, 2.98454, -4.77979], [2.50188, 0.82603, -4.27304], [1.64065, 2.01052, -6.17022], [0.29282, -1.96930, -5.76979], [1.36407, -1.30835, -3.97455], [-2.40579, 1.00831, -2.76016], [-4.08554, 1.61116, -2.81933], [-2.01297, -0.71246, -2.48347], [1.96603, 2.08818, -1.72857], [-0.76113, 1.70159, -2.25704], [3.13030, 0.72675, -1.83086], [2.78494, 3.45542, -2.53081], [-4.18430, 2.60660, -2.35862], [-4.74190, 0.89429, -2.30048], [-4.39344, 1.66920, -3.87570], [-1.23031, -1.09503, -3.21909], [-2.90413, -1.31110, -2.72350], [-1.70247, -0.80043, -1.42777], [2.52082, 3.47667, -3.58698], [3.86995, 3.31110, -2.46818], [2.51464, 4.42190, -2.09079], [-0.83930, 2.63748, -2.89452], [0.00237, 1.54076, -3.15724], [3.70064, 0.75081, -0.89020], [3.82870, 0.91932, -2.66230], [2.64565, -0.28026, -1.95704], [-0.86282, 4.48578, -1.56171], [-0.36292, 2.89330, -0.64770], [1.20039, 3.31177, 0.41699], [-1.74582, 2.66502, 0.61424], [-1.71410, 4.31584, -2.22481], [-0.00932, 4.88231, -2.10993], [-1.16539, 5.18353, -0.78019], [1.35717, 4.38844, 0.25142], [0.91366, 3.14821, 1.46406], [2.19002, 2.80005, 0.26132], [-2.21313, 3.66563, 0.68562], [-2.52666, 1.94326, 0.32198], [-1.35260, 2.42236, 1.61452]],
  "molar_mass_g_mol": 497.676,
  "total_charge": 1,
  "spin_multiplicity": 1,
  "relative_energy_kj_mol": 272.0,
  "homo_energy_ev": [-8.8, -8.8]
}

---

7.
{
  "formula": "C4H6N2O3",
  "method": "the ωB97M-V functional and the def2-TZVPD basis",
  "symbols": ["H", "N", "C", "N", "C", "C", "O", "C", "O", "O", "H", "H", "H", "H", "H"],
  "xyz": [[0.49033, -2.82581, 1.60766], [0.33155, -1.85637, 1.86406], [-0.00763, -1.03910, 0.99330], [-1.10417, -0.70519, 0.33709], [-0.87989, 0.22891, -0.82951], [-0.92908, 1.69132, -0.49780], [-1.19511, -0.21658, -1.91896], [1.29066, 0.01942, 0.18802], [1.83428, 0.92133, 0.78130], [1.97138, -0.78496, -0.66181], [-1.82544, -1.40642, 0.21225], [-1.02277, 2.28880, -1.40648], [-1.75917, 1.90851, 0.17887], [-0.04298, 2.14795, -0.06452], [2.84804, -0.37180, -0.78347]],
  "smiles": "[H]/N=C(\\NC(C)=O)C(=O)O",
  "molar_mass_g_mol": 130.103,
  "spin_multiplicity": 1,
  "relative_energy_kj_mol": 363.5,
  "homo_energy_ev": -8.8
}

---

8.
{
  "formula": "C10H18BNO",
  "method": "the ωB97M-V functional and the def2-TZVPD basis",
  "symbols": ["B", "C", "C", "C", "C", "C", "C", "C", "C", "C", "C", "N", "O", "H", "H", "H", "H", "H", "H", "H", "H", "H", "H", "H", "H", "H", "H", "H", "H", "H", "H"],
  "xyz": [[0.02962, 0.19114, 0.27855], [1.68840, 1.15296, 2.07974], [1.15406, -0.16489, 2.35086], [1.22379, 1.95899, 1.02814], [0.20872, -0.60330, 1.49755], [-1.79046, -2.02921, 0.96243], [0.29931, -3.25476, 1.57622], [-1.30446, 2.69681, -1.34898], [0.91405, 1.78357, -2.25342], [-0.49649, -1.98488, 1.82360], [0.18927, 2.49589, -1.10578], [0.42646, 1.57284, 0.01498], [-0.25570, -0.63306, -2.87923], [2.29309, 1.55781, 2.83623], [1.50481, -0.68488, 3.29878], [1.75097, 2.94761, 0.88274], [-2.22359, -1.12630, 0.58048], [-2.58781, -2.43752, 1.54371], [-1.62706, -2.58796, 0.03401], [0.87077, -3.23567, 0.67957], [-0.37455, -4.10777, 1.60983], [0.91230, -3.47524, 2.38810], [-1.59107, 3.38947, -2.07991], [-1.61997, 1.70284, -1.58396], [-1.80784, 2.98586, -0.42651], [0.85842, 2.36547, -3.27290], [0.52064, 0.62263, -2.49079], [1.88027, 1.49344, -2.07641], [-0.72325, -1.98824, 2.92766], [0.60709, 3.38997, -0.71171], [-0.93825, -0.14275, -3.29520]],
  "molar_mass_g_mol": 179.072,
  "spin_multiplicity": 1,
  "relative_energy_kj_mol": 645.5,
  "homo_energy_ev": [-7.2, -7.2]
}